{"formula": "C25H43Cl2CrF5N3O4Si", "method": "wB97M-V/def2-TZVPD", "multiplicity": 4, "relative_energy_kj_mol": 381.9, "e_lumo_ev": [-1.09, 0.07], "s2": 3.91, "homo_lumo_gap_ev": [7.30, 8.48], "species": ["C", "C", "H", "H", "H", "C", "C", "H", "H", "H", "H", "Cr", "Cl", "C", "O", "N", "C", "C", "H", "H", "H", "H", "H", "H", "H", "H", "H", "C", "C", "N", "H", "C", "O", "H", "H", "H", "H", "H", "H", "C", "C", "N", "H", "C", "O", "H", "H", "H", "H", "O", "C", "C", "C", "H", "C", "H", "C", "H", "C", "C", "H", "H", "H", "Si", "Cl", "C", "C", "C", "H", "H", "H", "H", "H", "H", "H", "H", "H", "F", "C", "F", "C", "F", "F", "F"], "positions_angstrom": [[-3.8793, -1.3607, -6.0919], [-3.3007, -0.6524, -7.2667], [-4.8218, -0.8769, -5.8031], [-3.2178, -1.3329, -5.2144], [-4.1150, -2.4080, -6.3454], [-4.0805, -0.3973, -8.3372], [-5.5447, -0.6606, -8.4159], [-3.6431, -0.0135, -9.2586], [-6.1041, -0.2755, -7.5455], [-5.8060, -1.7290, -8.5252], [-5.9180, -0.1304, -9.3051], [0.1201, -0.4064, -3.9535], [0.6095, -1.7909, -5.6024], [2.5846, 0.5733, -3.3687], [1.3855, 0.9074, -3.1433], [3.5727, 1.4625, -3.3358], [3.3135, 2.8157, -2.8367], [4.7537, 1.2268, -4.1553], [2.8570, -0.4604, -3.6385], [2.9850, 2.7591, -1.7915], [2.5470, 3.3498, -3.4215], [4.2633, 3.3572, -2.8953], [5.0830, 0.1896, -4.0214], [5.5364, 1.9158, -3.8311], [4.5474, 1.3761, -5.2299], [2.8898, 1.7494, 2.0519], [2.4741, 0.3786, 4.2994], [1.7998, 1.9132, 2.0741], [1.4093, 0.5817, 4.1253], [1.1296, 0.7934, 2.7141], [1.4137, 2.0296, 1.0577], [0.2394, 0.0143, 2.0349], [-0.1372, 0.2102, 0.8828], [0.8299, -0.2754, 4.4894], [-0.1205, -0.8367, 2.6578], [1.6280, 2.8257, 2.6658], [1.1421, 1.4761, 4.7038], [-4.6156, 0.1152, 0.8969], [-3.8886, 0.8556, -2.1197], [-4.6231, 1.2137, 0.8140], [-4.1700, 1.7672, -1.5697], [-3.6973, 1.6860, -0.2026], [-4.3443, 1.6386, 1.7855], [-2.3886, 1.9428, 0.0990], [-1.5244, 2.3233, -0.6843], [-3.7295, 2.6342, -2.0725], [-2.2037, 1.7825, 1.1831], [-5.6315, 1.5523, 0.5549], [-5.2609, 1.8639, -1.5576], [-1.6585, 0.5173, -5.9817], [-1.8307, -0.2398, -7.1793], [-1.8589, 1.5581, -8.9482], [-1.2239, 0.4633, -8.3745], [-2.8448, 1.8528, -8.5695], [-1.2473, 2.2357, -10.0011], [-1.2734, -1.1787, -7.0281], [0.0093, 0.0186, -8.8617], [-1.7523, 3.1040, -10.4324], [-0.0154, 1.7984, -10.4915], [0.6056, 0.6731, -9.9369], [0.4641, -0.8480, -8.3767], [0.4547, 2.3394, -11.3186], [1.5525, 0.3030, -10.3361], [-0.9448, 1.9705, -5.4515], [-2.1940, -0.2600, -3.4232], [-1.7076, 3.3794, -6.4426], [0.8577, 1.8298, -5.9689], [-1.0378, 2.6761, -3.7150], [-1.1759, 3.5194, -7.3958], [-1.6258, 4.3237, -5.8833], [-2.7700, 3.2002, -6.6598], [-1.4427, 3.6963, -3.7698], [-0.0566, 2.7312, -3.2131], [-1.6946, 2.0743, -3.0807], [0.9338, 2.1775, -7.0033], [1.2362, 0.7985, -5.9232], [1.4745, 2.4726, -5.3295], [-0.6162, -1.6025, -1.3565], [0.5519, -1.5268, -2.0746], [1.4881, -0.8851, -1.2714], [1.0854, -2.9500, -2.2390], [1.3637, -3.4725, -1.0157], [0.1638, -3.7349, -2.8303], [2.2408, -2.9739, -2.9551]], "forces_ev_per_angstrom": [[-0.084, -0.133, 0.671], [-0.341, 0.815, -1.208], [0.115, -0.174, 0.060], [-0.315, -0.129, -0.509], [0.082, 0.284, 0.075], [0.993, -0.289, 0.380], [-0.663, -0.014, -0.276], [-0.024, 0.036, 0.359], [0.283, -0.178, -0.231], [0.149, 0.341, 0.055], [-0.151, -0.288, 0.281], [-1.807, -0.736, 1.816], [0.740, -0.345, 0.118], [-0.319, 0.839, -0.084], [0.888, -0.634, -0.421], [-0.692, -0.194, -0.066], [-0.032, 0.153, -0.028], [0.296, -0.374, -0.114], [-0.034, 0.300, -0.077], [0.015, 0.029, -0.308], [0.262, -0.283, 0.142], [-0.327, -0.024, 0.093], [0.060, 0.256, -0.008], [-0.029, -0.276, -0.103], [0.017, 0.115, 0.455], [-0.280, -0.050, -0.064], [-0.144, 0.007, -0.092], [0.041, 0.031, 0.190], [-0.014, -0.096, -0.189], [0.073, -0.105, 0.096], [0.006, -0.011, 0.228], [-0.292, 0.308, -0.908], [0.565, -0.359, 1.549], [0.124, 0.244, -0.058], [0.022, 0.275, -0.236], [-0.058, -0.142, -0.279], [-0.030, -0.182, -0.057], [-0.125, 0.255, -0.044], [-0.238, 0.454, 0.100], [0.341, -0.118, 0.056], [0.016, -0.308, -0.257], [0.480, 0.340, 0.186], [-0.111, -0.130, -0.152], [-0.005, 0.183, -0.318], [-1.064, -0.262, 0.707], [-0.036, -0.169, 0.100], [0.146, 0.098, -0.315], [0.178, -0.083, 0.152], [0.207, 0.051, -0.052], [0.537, 1.031, 0.885], [-0.034, -0.601, -0.173], [0.030, 0.137, -0.224], [-0.117, -0.306, 0.187], [0.610, 0.051, -0.207], [-0.094, -0.006, 0.050], [-0.073, 0.332, -0.053], [-0.336, 0.133, -0.081], [0.270, -0.265, 0.046], [0.034, 0.007, -0.075], [-0.007, 0.100, 0.034], [0.005, 0.258, -0.254], [-0.142, -0.255, 0.282], [-0.263, 0.204, 0.099], [-0.752, 0.779, -1.862], [1.307, -0.512, 0.784], [0.162, 0.314, -0.309], [0.280, -0.003, 0.214], [-0.146, -0.546, 0.537], [-0.298, -0.039, 0.204], [-0.059, -0.272, -0.147], [0.231, 0.066, 0.071], [0.075, -0.313, -0.125], [-0.475, -0.122, -0.208], [0.300, 0.492, 0.102], [0.050, -0.191, 0.022], [0.118, 0.293, -0.209], [-0.007, -0.085, -0.156], [1.269, -0.140, -0.522], [-0.632, 0.669, 0.136], [-0.555, -0.435, -0.650], [-0.140, -0.552, 0.406], [-0.091, 0.028, -0.769], [0.795, 0.396, 0.225], [-0.735, 0.021, 0.326]]}



{"formula": "C45H35CsF5N13O2S2", "method": "wB97M-V/def2-TZVPD", "charge": -2, "multiplicity": 1, "relative_energy_kj_mol": 129.8, "e_lumo_ev": 3.59, "homo_lumo_gap_ev": 5.15, "species": ["Cs", "C", "C", "C", "C", "C", "C", "N", "C", "C", "C", "C", "C", "C", "N", "N", "C", "C", "C", "C", "C", "N", "H", "H", "H", "H", "H", "H", "H", "H", "H", "H", "H", "H", "H", "O", "C", "N", "C", "C", "C", "C", "C", "C", "N", "C", "C", "C", "C", "C", "N", "H", "H", "H", "H", "H", "H", "H", "H", "H", "H", "N", "C", "N", "C", "C", "S", "C", "C", "S", "C", "N", "N", "H", "H", "H", "H", "H", "H", "C", "C", "N", "C", "C", "N", "H", "H", "H", "H", "H", "H", "F", "C", "C", "F", "C", "F", "C", "O", "C", "F", "C", "F"], "positions_angstrom": [[0.2179, 0.1248, 0.1107], [5.6188, 2.3058, -1.2561], [5.3300, 1.8811, 0.0195], [4.6894, 0.7033, 0.2417], [4.5822, -0.2213, -0.7929], [5.1935, 0.1197, -2.0541], [5.4857, 1.4431, -2.3310], [3.9038, -1.3708, -0.5270], [4.0592, -2.4751, -1.2513], [5.2638, -2.9573, -1.7775], [5.3494, -4.1752, -2.4642], [4.2704, -5.0733, -2.4650], [3.0395, -4.6630, -2.0180], [2.9301, -3.4290, -1.3429], [1.7492, -3.0679, -0.6952], [0.8861, -3.9451, -0.8131], [-0.2079, -3.9571, -0.0320], [-1.2238, -4.9520, -0.4637], [-2.5273, -4.8486, 0.0632], [-2.7251, -3.9163, 1.1496], [-1.6307, -3.1381, 1.5349], [-0.4652, -3.0686, 0.8964], [6.0812, 3.2976, -1.5566], [5.2999, 2.5768, 0.8438], [4.5533, 0.3729, 1.2441], [5.1368, -0.6903, -2.7847], [5.6055, 1.8682, -3.3222], [6.1199, -2.2371, -1.7114], [6.3432, -4.3554, -2.8868], [4.4112, -6.0926, -2.9003], [2.1223, -5.1549, -2.1383], [-0.9610, -5.6536, -1.2644], [-3.2729, -5.6090, -0.2285], [-3.6807, -3.8545, 1.5808], [-1.7692, -2.4251, 2.3132], [-5.4007, -1.1179, 1.0408], [-4.6773, -0.4173, 1.8026], [-3.9311, 0.6206, 1.3553], [-3.8939, 1.0714, -0.0155], [-3.3397, 2.4471, -0.0862], [-4.0130, 3.5025, 0.5148], [-3.4054, 4.7834, 0.4324], [-2.1555, 4.9751, -0.1163], [-1.7010, 3.8969, -0.9271], [-2.2942, 2.7053, -0.9124], [-4.6130, -0.8131, 3.2298], [-5.4306, -1.9024, 3.6834], [-5.2551, -2.4225, 4.9503], [-4.2486, -1.8320, 5.7699], [-3.6320, -0.6970, 5.3398], [-3.8009, -0.1908, 4.0889], [-4.9146, 1.0063, -0.4419], [-3.2621, 0.4530, -0.6502], [-4.9602, 3.2804, 0.9021], [-3.9279, 5.6349, 0.8857], [-1.5544, 5.8924, -0.0162], [-1.0051, 4.0675, -1.7203], [-6.0288, -2.4217, 2.9010], [-5.8478, -3.2599, 5.2961], [-4.0950, -2.2104, 6.7618], [-2.8904, -0.1946, 5.9855], [3.5657, -2.1779, 2.1432], [2.9660, -1.3648, 3.0470], [2.0356, -0.4458, 2.7158], [1.5970, 0.1597, 3.8790], [2.2559, -0.2706, 5.0072], [3.3710, -1.5024, 4.7046], [0.7207, 1.3150, 3.8426], [0.6517, 2.2754, 4.8036], [-0.4641, 3.4031, 4.4134], [-1.1558, 2.3297, 3.1031], [-0.2430, 1.3610, 2.9145], [-2.2572, 2.5128, 2.5217], [3.4352, -1.9659, 1.1193], [4.0525, -3.0276, 2.4210], [1.9837, 0.0651, 6.0004], [1.3690, 2.4047, 5.6277], [-3.0240, 3.1029, 2.9396], [-3.2832, 1.1076, 2.0077], [-2.1239, 1.4478, -3.8823], [-2.4447, 0.0718, -3.5920], [-2.9054, -0.4569, -2.5105], [-2.9365, -1.8132, -2.7427], [-2.4105, -2.0967, -4.0003], [-2.1546, -0.8833, -4.5535], [-1.0577, 1.5479, -4.0504], [-2.3969, 2.0392, -3.0238], [-2.5877, 1.7747, -4.8137], [-3.2116, -2.5049, -2.0121], [-2.3532, -3.0487, -4.4962], [-1.6409, -0.6772, -5.3862], [2.3485, 5.0660, -5.6650], [2.0134, 4.4629, -4.5055], [1.9620, 5.1412, -3.2578], [2.1515, 6.4504, -3.1635], [1.6696, 4.4312, -2.0852], [1.7475, 5.0789, -0.8821], [1.5940, 3.0234, -2.0182], [1.5273, 2.3787, -0.8620], [1.5438, 2.4046, -3.2711], [1.0863, 1.1542, -3.4096], [1.7933, 3.0969, -4.4136], [1.7102, 2.4093, -5.5888]], "forces_ev_per_angstrom": [[0.084, -0.101, 0.056], [1.223, 1.867, -1.491], [-0.869, 1.533, 0.421], [1.120, -0.694, -0.211], [1.225, -0.058, -0.611], [-2.021, -0.880, 0.296], [0.342, -0.384, 0.483], [-0.349, -0.408, -0.790], [-2.023, -1.239, 1.125], [1.312, 0.152, -1.538], [0.699, 1.505, 1.537], [0.203, -1.276, -1.424], [1.429, 1.564, 0.732], [0.970, 1.188, -0.351], [1.032, 0.577, 0.165], [0.482, -1.899, -0.781], [-3.819, -0.935, -1.042], [-0.116, 1.557, 0.814], [1.788, -0.057, 0.992], [1.802, -1.256, -1.997], [-1.348, -0.164, -0.740], [0.360, -0.173, 0.760], [-0.931, -0.942, 1.030], [0.632, 0.249, 0.160], [-0.846, -0.078, 0.611], [0.018, 0.683, -0.290], [0.351, -0.489, -0.113], [-0.637, -1.082, -0.183], [-0.467, -0.583, 0.040], [-0.239, 1.001, 0.174], [-0.747, -1.223, -0.038], [-0.075, 0.325, 0.436], [0.189, 0.806, 0.094], [-0.930, 0.331, 0.761], [-0.026, 0.514, 0.683], [0.839, 1.060, 1.064], [-0.513, -0.166, -2.980], [-0.512, -1.005, 1.656], [-0.151, -0.808, -0.382], [0.194, 1.932, -0.781], [2.074, 1.056, -1.706], [-1.060, -0.264, 1.331], [0.464, -0.906, -0.944], [-1.564, 0.331, 0.965], [-0.023, -0.532, 0.579], [-0.165, -0.716, 2.614], [0.484, -0.366, -1.503], [1.000, 0.940, 0.035], [-1.927, -0.702, -0.286], [0.728, 0.758, -1.029], [0.071, -0.268, 0.018], [0.408, 0.119, 0.157], [-0.177, -0.220, 0.154], [-1.221, 0.214, 0.868], [0.246, -0.295, -0.018], [-0.629, -0.421, -0.242], [0.881, -0.091, -0.038], [0.200, 0.667, 0.858], [0.111, -0.045, -0.013], [0.247, -0.123, 0.305], [-0.469, -0.097, -0.526], [-0.096, -0.079, -0.590], [-1.127, 0.219, -1.896], [1.278, -1.534, 0.885], [2.204, -0.263, 0.350], [-1.874, 1.223, 0.818], [0.287, -0.181, 0.158], [-0.651, -0.142, 0.842], [3.247, -1.379, 1.267], [-2.686, 2.075, -0.219], [2.649, 0.020, 1.942], [-1.524, -0.282, -1.531], [-3.081, 0.356, -0.952], [0.240, -0.010, 0.698], [-0.336, 0.718, -0.073], [0.257, -0.170, -0.058], [-0.440, -0.048, -0.568], [1.912, -0.568, -0.312], [0.066, 0.151, -0.061], [0.244, 1.095, -0.360], [0.630, -1.091, -1.486], [-0.351, -0.676, 0.174], [1.313, 0.295, -1.955], [-1.247, -0.388, 1.626], [-0.067, 0.646, 0.647], [0.291, 0.084, 0.148], [-0.098, 0.444, 0.035], [-0.315, 0.187, 0.109], [-0.544, -0.848, 1.013], [0.255, 0.075, -0.180], [0.079, -0.081, -0.213], [-0.114, 0.071, 0.003], [0.093, 0.364, 2.137], [-0.598, -1.522, -0.193], [0.279, 0.856, -0.247], [1.162, 0.531, 0.039], [-0.244, 0.041, -0.886], [-0.296, -1.487, 3.585], [-0.068, 1.543, -2.970], [-0.348, 0.435, -0.072], [0.308, -0.792, 0.241], [-0.123, 0.060, -1.834], [0.077, 0.067, 0.017]]}



Number 1: E_tot -114215.9344 eV. Number 2: E_tot -106503.7368 eV.